{
  "formula": "C5H10O2",
  "method": "wB97M-V/def2-TZVPD",
  "symbols": ["C", "C", "O", "C", "C", "C", "O", "H", "H", "H", "H", "H", "H", "H", "H", "H", "H"],
  "coordinates": [[2.2087, -0.0795, -0.4078], [1.3620, -0.6749, 0.6801], [-0.3198, 1.4767, -1.0229], [-1.4518, 1.1600, -0.7383], [-1.9527, 0.8945, 0.6512], [0.2476, -1.3860, 0.5158], [-0.3890, -1.6678, -0.6587], [2.1666, 1.0141, -0.3961], [1.8964, -0.3947, -1.4106], [3.2536, -0.3866, -0.2874], [1.6844, -0.5113, 1.7051], [-2.2154, 1.0574, -1.5384], [-2.6982, 1.6535, 0.9148], [-1.1276, 0.9093, 1.3649], [-2.4504, -0.0819, 0.6703], [-0.2979, -1.8116, 1.3537], [0.0614, -1.1929, -1.3714]],
  "forces_ev_per_a": [[0.01, -0.02, -0.07], [-0.13, -0.14, -0.02], [-0.49, -0.09, 0.11], [0.16, 0.12, -0.06], [0.11, 0.03, 0.03], [0.19, 0.08, 0.31], [0.15, 0.11, -0.19], [0.01, -0.16, 0.03], [0.06, 0.05, 0.14], [-0.13, 0.05, -0.01], [-0.03, -0.12, -0.12], [0.08, -0.01, 0.03], [0.05, -0.08, -0.05], [-0.13, 0.04, -0.09], [0.04, 0.15, -0.01], [0.12, 0.07, -0.09], [-0.06, -0.09, 0.06]],
  "lowdin_charge": [-0.11, -0.16, 0.03, -0.31, -0.06, -0.25, -0.01, 0.07, 0.07, 0.07, 0.10, 0.12, 0.08, 0.08, 0.08, 0.12, 0.08],
  "e_above_lowest_kcal_mol": 47.08,
  "lumo_ha": 0.0348,
  "homo_ev": -8.64,
  "charge": 0,
  "fmax_ha_per_bohr": 0.00994
}


{
  "formula": "C5H10O2",
  "method": "wB97M-V/def2-TZVPD",
  "symbols": ["C", "C", "O", "C", "C", "C", "O", "H", "H", "H", "H", "H", "H", "H", "H", "H", "H"],
  "coordinates": [[1.6282, -0.8815, -1.1865], [0.4995, -1.2295, -0.2378], [0.9612, -1.2857, 1.0968], [-0.6433, -0.0724, -0.2859], [-1.4083, 0.5491, 0.9690], [-0.8095, 1.8808, 0.4991], [-0.1208, 1.2387, -0.5840], [2.4378, -1.6223, -1.1675], [1.2274, -0.8152, -2.2001], [2.0395, 0.0875, -0.8920], [0.0312, -2.1955, -0.4898], [0.3029, -0.6233, 1.2968], [-1.3527, -0.4182, -1.0416], [-2.5038, 0.5065, 0.9259], [-1.1136, 0.2515, 1.9832], [-0.1185, 2.3748, 1.1980], [-1.5299, 2.6362, 0.1495]],
  "forces_ev_per_a": [[-0.12, 0.08, -0.11], [-0.75, 0.58, -0.63], [-0.24, 0.28, -0.16], [0.11, -0.53, -0.35], [0.14, -0.29, -0.06], [-0.04, 0.04, 0.07], [0.24, -0.05, -0.21], [-0.35, 0.04, 0.11], [0.19, 0.07, -0.08], [-0.04, -0.12, -0.16], [-0.01, 0.31, -0.12], [0.49, 0.12, 2.44], [-0.08, 0.28, -0.16], [0.38, -0.23, -0.15], [0.03, -0.06, -0.23], [-0.07, -0.21, -0.19], [0.13, -0.31, -0.01]],
  "lowdin_charge": [-0.05, -0.37, -0.03, -0.22, -0.07, -0.17, -0.10, 0.09, 0.08, 0.08, 0.14, 0.02, 0.14, 0.11, 0.11, 0.12, 0.12],
  "e_above_lowest_kcal_mol": 69.40,
  "lumo_ha": 0.0347,
  "homo_ev": -9.80,
  "charge": 0,
  "fmax_ha_per_bohr": 0.04852
}


{
  "formula": "C5H10O2",
  "method": "wB97M-V/def2-TZVPD",
  "symbols": ["C", "C", "O", "C", "C", "C", "O", "H", "H", "H", "H", "H", "H", "H", "H", "H", "H"],
  "coordinates": [[-1.9702, -0.3174, -0.9142], [-0.9947, 0.7129, -0.4171], [-0.8876, -0.5321, 2.5456], [0.3139, 0.4954, -0.3180], [1.2824, -0.6369, -0.5592], [2.3262, 0.4165, -0.1529], [1.2800, 1.3867, 0.0947], [-2.8199, -0.4260, -0.2311], [-2.3735, -0.0417, -1.8962], [-1.4980, -1.3012, -1.0125], [-1.3633, 1.7029, -0.1545], [-0.8345, 0.2945, 3.0391], [-0.8722, -0.2404, 1.6227], [1.1795, -1.4734, 0.1371], [1.3412, -1.0077, -1.5854], [2.9902, 0.7587, -0.9523], [2.9006, 0.2092, 0.7539]],
  "forces_ev_per_a": [[-0.01, -0.08, -0.03], [0.24, 0.02, -0.01], [0.00, 0.12, 0.06], [-0.51, -0.03, -0.12], [-0.02, -0.11, -0.02], [0.35, -0.11, 0.00], [-0.05, 0.11, 0.04], [0.12, 0.01, -0.09], [0.04, -0.03, 0.14], [-0.05, 0.15, 0.01], [0.06, -0.11, -0.05], [0.01, -0.13, 0.02], [0.01, 0.01, -0.01], [0.01, 0.12, -0.11], [-0.02, 0.07, 0.16], [-0.09, -0.05, 0.11], [-0.10, 0.03, -0.12]],
  "lowdin_charge": [-0.10, -0.13, -0.06, -0.34, -0.06, -0.13, -0.02, 0.07, 0.07, 0.08, 0.12, 0.04, -0.02, 0.12, 0.12, 0.12, 0.12],
  "e_above_lowest_kcal_mol": 54.18,
  "lumo_ha": 0.0344,
  "homo_ev": -8.65,
  "charge": 0,
  "fmax_ha_per_bohr": 0.01013
}


{
  "formula": "C5H10O2",
  "method": "wB97M-V/def2-TZVPD",
  "symbols": ["C", "O", "C", "C", "O", "C", "C", "H", "H", "H", "H", "H", "H", "H", "H", "H", "H"],
  "coordinates": [[0.6108, -2.3232, 0.2485], [0.6706, -0.9277, 0.0884], [-0.5767, -0.3817, -0.2222], [-0.8435, 1.2912, 2.0824], [-0.7872, 1.8053, 0.9011], [-0.5286, 1.1195, -0.3614], [0.7394, 1.7233, -0.9007], [-0.0461, -2.6165, 1.0784], [0.2572, -2.8350, -0.6579], [1.6205, -2.6637, 0.4682], [-0.9625, -0.8034, -1.1519], [-0.6245, 0.2007, 1.9711], [-1.3252, -0.6286, 0.5519], [-1.3649, 1.4321, -0.9885], [0.9067, 1.3689, -1.9153], [0.6772, 2.8153, -0.9156], [1.5768, 1.4234, -0.2765]],
  "forces_ev_per_a": [[0.08, -0.35, 0.09], [0.14, 0.09, 0.11], [-0.44, -0.02, -0.18], [0.23, 0.02, -0.24], [-0.34, 0.56, 0.73], [-0.14, -0.07, -0.14], [0.24, -0.08, -0.08], [0.01, 0.12, -0.03], [0.02, 0.17, 0.01], [-0.02, -0.01, 0.00], [0.05, -0.07, -0.28], [0.01, 0.02, 0.25], [0.12, -0.10, -0.23], [-0.10, -0.07, 0.07], [0.11, -0.02, -0.08], [-0.10, -0.20, 0.03], [0.13, 0.00, -0.04]],
  "lowdin_charge": [-0.10, -0.18, -0.24, 0.06, -0.15, -0.33, -0.03, 0.09, 0.09, 0.09, 0.13, 0.00, 0.12, 0.15, 0.09, 0.09, 0.09],
  "e_above_lowest_kcal_mol": 110.94,
  "lumo_ha": 0.0291,
  "homo_ev": -8.27,
  "charge": 0,
  "fmax_ha_per_bohr": 0.01907
}


{
  "formula": "C5H10O2",
  "method": "wB97M-V/def2-TZVPD",
  "symbols": ["C", "O", "C", "C", "O", "C", "C", "H", "H", "H", "H", "H", "H", "H", "H", "H", "H"],
  "coordinates": [[-1.5197, 0.1360, 0.8525], [-0.7368, -0.9239, -1.3330], [0.2345, -0.0555, -1.3764], [-0.2222, 1.3825, -0.9414], [-0.1826, 0.8995, 0.4956], [1.0094, -0.0051, 0.0111], [1.1636, -1.2441, 0.8283], [-1.7008, 0.6178, 1.8009], [-2.3355, 0.3125, 0.1352], [-1.4217, -0.9497, 0.9358], [0.9082, -0.0522, -2.2621], [-1.2371, 1.7120, -1.1461], [0.5021, 2.2011, -1.0689], [1.8948, 0.6498, 0.0319], [2.1482, -1.6795, 0.6258], [1.1002, -1.0501, 1.9058], [0.3952, -1.9512, 0.5052]],
  "forces_ev_per_a": [[0.45, 0.50, 0.23], [-0.11, -0.35, -0.39], [0.45, 0.29, -0.25], [-0.34, -0.14, -0.17], [-0.73, -0.46, 0.04], [-0.11, -0.35, 0.01], [-0.08, -0.07, -0.10], [-0.26, 0.01, 0.32], [0.90, 0.27, 0.06], [0.54, 0.56, -0.12], [0.01, 0.01, 0.09], [0.02, -0.09, -0.21], [-0.16, -0.31, 0.40], [-0.54, 0.07, 0.20], [-0.12, 0.09, 0.00], [-0.01, 0.00, -0.18], [0.09, -0.03, 0.08]],
  "lowdin_charge": [0.06, -0.21, -0.50, -0.03, -0.16, -0.19, -0.04, 0.09, 0.10, 0.09, 0.13, 0.12, 0.13, 0.15, 0.09, 0.09, 0.08],
  "e_above_lowest_kcal_mol": 128.64,
  "lumo_ha": 0.0284,
  "homo_ev": -7.54,
  "charge": 0,
  "fmax_ha_per_bohr": 0.01828
}


{
  "formula": "C5H10O2",
  "method": "wB97M-V/def2-TZVPD",
  "symbols": ["C", "O", "C", "C", "C", "C", "O", "H", "H", "H", "H", "H", "H", "H", "H", "H", "H"],
  "coordinates": [[-1.6803, -1.3992, -1.2498], [-1.0506, -0.1952, -0.9002], [-0.4320, -0.2138, 0.3444], [0.8937, -0.9459, 0.5877], [0.8340, 0.4942, 0.3388], [1.3753, 1.5422, -0.2526], [0.6425, 2.5636, -0.7704], [-2.5083, -1.6321, -0.5663], [-0.9634, -2.2314, -1.2427], [-2.0658, -1.2578, -2.2610], [-1.1191, -0.1964, 1.2013], [1.0387, -1.3440, 1.5951], [1.3398, -1.5271, -0.2117], [0.5788, 1.0562, 2.6336], [0.9076, 1.3774, 2.0321], [2.4462, 1.7036, -0.3122], [-0.2373, 2.2058, -0.9662]],
  "forces_ev_per_a": [[-0.20, -0.31, -0.13], [-0.05, -0.01, -0.12], [-0.01, 0.17, 0.05], [0.21, -0.18, -0.11], [0.19, 0.10, -0.69], [0.21, -0.32, 0.12], [-0.18, -0.02, -0.17], [0.07, -0.01, -0.09], [-0.13, 0.07, -0.01], [-0.03, -0.14, 0.12], [0.25, 0.16, -0.21], [-0.01, 0.20, -0.21], [-0.12, -0.16, 0.07], [0.11, 0.37, 0.39], [-0.30, -0.13, 0.98], [-0.09, 0.04, -0.07], [0.08, 0.18, 0.09]],
  "lowdin_charge": [-0.10, -0.14, -0.31, -0.03, -0.30, -0.17, 0.02, 0.09, 0.09, 0.09, 0.15, 0.10, 0.11, 0.08, 0.06, 0.13, 0.10],
  "e_above_lowest_kcal_mol": 113.51,
  "lumo_ha": 0.0355,
  "homo_ev": -8.56,
  "charge": 0,
  "fmax_ha_per_bohr": 0.02007
}


{
  "formula": "C5H10O2",
  "method": "wB97M-V/def2-TZVPD",
  "symbols": ["O", "C", "C", "C", "C", "O", "C", "H", "H", "H", "H", "H", "H", "H", "H", "H", "H"],
  "coordinates": [[1.8187, 0.7352, 0.5862], [1.5564, -0.5279, -0.0057], [0.0740, -0.7053, -0.2663], [-0.6156, 0.5666, -0.6866], [-1.9820, 0.2108, -1.2222], [-2.3116, -0.4925, 0.0025], [-1.0425, -0.1404, 0.5664], [2.7764, 0.8590, 0.6013], [1.9852, -1.3351, 0.6061], [2.0243, -0.5751, -1.0010], [0.9488, 0.2153, 2.5861], [-0.1471, -1.6197, -0.8220], [-0.0611, 1.4889, -0.7992], [-2.0010, -0.4705, -2.0816], [-2.6330, 1.0714, -1.4263], [0.5910, 0.2160, 3.2395], [-1.0136, 0.0931, 1.6265]],
  "forces_ev_per_a": [[0.24, 0.08, 0.01], [-0.05, -0.33, -0.17], [0.07, -0.02, -0.15], [0.08, 0.22, -0.22], [-0.03, 0.04, -0.34], [-0.01, -0.11, 0.03], [0.18, 0.05, 0.30], [-0.25, 0.03, 0.05], [-0.23, 0.06, -0.03], [0.08, -0.05, 0.17], [-0.01, 0.07, 0.22], [-0.01, 0.17, 0.09], [-0.14, -0.10, -0.03], [-0.01, 0.14, 0.04], [-0.03, -0.24, 0.31], [0.07, -0.06, 0.05], [0.03, 0.06, -0.33]],
  "lowdin_charge": [-0.11, -0.24, -0.18, -0.14, -0.13, -0.07, -0.21, 0.10, 0.12, 0.12, 0.04, 0.15, 0.14, 0.12, 0.12, 0.06, 0.11],
  "e_above_lowest_kcal_mol": 104.82,
  "lumo_ha": 0.0291,
  "homo_ev": -9.07,
  "charge": 0,
  "fmax_ha_per_bohr": 0.00774
}


{
  "formula": "C5H10O2",
  "method": "wB97M-V/def2-TZVPD",
  "symbols": ["C", "O", "C", "C", "C", "C", "O", "H", "H", "H", "H", "H", "H", "H", "H", "H", "H"],
  "coordinates": [[2.6162, 0.2619, -0.0845], [1.2856, 0.4213, -0.5162], [0.3814, -0.3597, 0.1995], [-0.0839, 0.0809, 1.5906], [-0.9393, 0.2201, 0.4051], [-1.9254, 0.8494, -0.2073], [-2.1009, 0.8793, -1.5555], [2.9663, -0.7728, -0.2169], [2.7267, 0.5376, 0.9739], [3.2290, 0.9276, -0.6967], [0.4957, -1.4385, 0.0448], [-0.2863, -0.7013, 2.3220], [0.3535, 0.9890, 2.0030], [-2.1824, -2.2143, -1.2568], [-2.5097, -1.5536, -1.3538], [-2.7117, 1.3892, 0.3108], [-1.3147, 0.4840, -1.9620]],
  "forces_ev_per_a": [[0.32, -0.02, 0.07], [-0.05, 0.06, -0.02], [-0.13, -0.18, -0.05], [0.02, 0.08, 0.23], [-0.14, 0.17, -0.15], [0.05, -0.09, 0.32], [0.21, -0.07, -0.10], [-0.07, 0.13, 0.01], [-0.01, -0.04, -0.14], [-0.05, -0.12, 0.11], [-0.05, 0.20, 0.01], [0.03, 0.12, -0.15], [-0.04, -0.13, -0.08], [-0.04, 0.00, -0.03], [0.01, -0.12, -0.01], [0.11, -0.09, -0.02], [-0.16, 0.08, 0.00]],
  "lowdin_charge": [-0.10, -0.14, -0.31, -0.03, -0.19, -0.16, -0.02, 0.09, 0.09, 0.09, 0.15, 0.10, 0.11, 0.05, 0.03, 0.13, 0.10],
  "e_above_lowest_kcal_mol": 101.47,
  "lumo_ha": 0.0374,
  "homo_ev": -8.84,
  "charge": 0,
  "fmax_ha_per_bohr": 0.00654
}